Density functional theory data (wB97M-V/def2-TZVPD) for a single C16H14N2O2S molecule.

Its SMILES is Cc1cccc(-c2nc(CNC(=O)c3ccco3)cs2)c1. The energy above the lowest of the compared OMol25 structures with the same formula, charge and spin is 0.607 eV. For the frontier orbital gap, the calculation gives 0.316 Eh. The total energy is -34729.8256 eV. The total charge is 0.

XYZ file:
```
35
Properties=species:S:1:pos:R:3:forces:R:3:mulliken_charge:R:1
S -1.55621 2.68590 0.77793 0.4 -0.5 -0.5 -0.2419
C -3.46630 0.23946 0.52028 0.2 -0.1 -0.2 -0.6164
H -5.59560 -1.18793 2.18688 -0.1 0.0 0.1 0.2891
H 2.78642 -1.75330 -0.53434 -0.2 0.0 -0.1 0.4300
O 4.35709 2.06566 0.34521 0.2 0.0 0.1 -0.6708
H -1.07313 -1.06783 -1.47670 0.1 0.0 -0.1 0.4823
H 2.55402 3.17092 -0.63832 -0.1 -0.1 -0.1 0.4183
H 2.19745 0.29105 -1.11403 0.1 0.0 0.1 0.2271
C -2.94094 -2.01302 -0.99451 0.0 -0.1 0.0 -0.5862
N 2.70006 1.13186 -0.88026 -0.2 -0.1 -0.1 -0.0967
H 4.55587 -3.54692 0.39590 0.0 -0.2 0.0 0.4390
H 0.38139 4.16495 0.60697 0.2 0.2 0.1 0.4654
C 3.80086 1.07650 -0.08736 0.1 0.0 -0.1 0.4266
C -2.00426 -1.00082 -0.93740 0.0 0.2 0.1 -0.7764
C 0.61009 2.27463 -0.48513 0.0 0.8 0.4 0.0188
H -3.66362 1.12411 1.10992 -0.1 0.1 0.1 0.3284
C 4.65270 -2.48087 0.41434 0.5 0.1 0.3 -0.6496
H 1.88531 2.54793 -2.17229 0.0 0.1 0.1 0.2484
C -2.26200 0.13944 -0.17403 -0.6 -0.7 -0.1 0.9720
C 1.97714 2.36380 -1.09431 0.0 0.2 0.0 -0.8262
C -4.40909 -0.77397 0.46537 0.0 0.0 -0.1 0.5738
C -5.69109 -0.66842 1.23294 0.0 0.0 0.1 -1.4594
H -5.93801 0.37039 1.43692 -0.1 0.0 0.0 0.3622
O 5.47443 -0.44954 0.77525 0.1 0.6 0.1 -0.3019
H 6.60992 -2.05523 1.38700 0.1 0.1 0.1 0.4584
C 4.28175 -0.29850 0.16636 -0.6 -0.7 -0.2 0.2357
C 3.73018 -1.53454 -0.07682 0.2 0.8 0.1 -0.1094
H -6.51002 -1.12658 0.68300 -0.1 0.0 0.0 0.3785
H -4.86154 -2.69987 -0.35067 -0.1 -0.1 0.0 0.4069
C 5.69297 -1.75573 0.91855 -0.3 -0.9 -0.1 -0.3627
C 0.00472 3.21258 0.29531 -0.1 -0.2 -0.1 -0.2968
C -4.13364 -1.90305 -0.29947 0.0 0.1 0.0 -0.5662
N -0.12539 1.15711 -0.69902 0.0 -0.6 -0.3 -0.4536
C -1.27758 1.19463 -0.11718 0.1 1.1 0.5 0.4650
H -2.74392 -2.89479 -1.58628 0.0 -0.1 -0.1 0.3883
```
Forces are in eV/Å.

Density functional theory data (wB97M-V/def2-TZVPD) for C16H14N2O2W as an isolated structure.

As for the spin multiplicity: 3. For the frontier orbital gap (alpha / beta), the calculation gives 0.265 / 0.256 Eh. The total energy is -25704.6908 eV. Its expectation value of S² is 2.030. The total charge is +2.

XYZ file:
```
35
Properties=species:S:1:pos:R:3:forces:R:3:mulliken_charge:R:1
C 2.09916 -2.43936 3.61973 0.1 0.0 -0.1 -0.8009
C 0.15159 1.58990 -2.39960 -0.2 -0.1 0.1 0.1779
H -1.54761 -1.21174 4.13924 0.0 0.0 0.0 0.4664
C -1.64317 2.71004 -3.64369 0.1 0.0 -0.1 -0.7567
O -0.53701 -0.83662 1.71547 -0.5 -0.4 1.5 -0.5681
C 2.06776 -1.58654 1.31590 -0.2 0.1 0.1 0.3201
C -2.21217 1.26444 -1.77353 0.0 0.8 -1.2 0.6724
H 2.11837 -1.56612 -1.62643 0.0 0.0 0.0 0.2519
H -4.29128 0.90348 -1.45164 0.0 0.1 0.0 0.4670
N 1.56820 -0.92233 0.29425 1.0 -0.3 0.0 -0.1584
H 2.52000 0.65316 -2.52115 -0.1 0.0 0.0 0.5092
C -2.98192 2.89310 -3.89388 -0.1 0.0 0.0 -0.6971
H -0.89880 3.20229 -4.25745 0.0 0.0 0.0 0.4032
C 0.17949 -2.14159 5.03148 0.2 -0.1 -0.1 -0.4665
H 3.46395 -0.89987 -0.68912 0.0 0.0 0.1 0.4867
H -0.28999 -2.26336 5.99812 0.0 0.0 0.0 0.4270
H 3.11397 -2.78655 3.46776 0.0 0.0 0.0 0.4023
C 1.48862 -2.59409 4.84084 -0.1 0.0 0.1 -0.7045
C 2.40510 -0.78878 -0.91520 0.0 0.2 -0.3 -0.7428
C -0.52915 -1.55057 4.00017 -0.4 0.2 -0.4 -0.5817
H 0.83968 2.05367 -3.10275 0.1 0.0 0.0 0.4165
C 0.07937 -1.39299 2.76747 1.0 -0.6 0.8 0.7171
N 0.66083 0.78791 -1.48451 0.6 0.4 -0.7 -0.1703
W -0.30144 -0.10261 0.09255 0.0 -0.2 -0.2 1.5465
H 2.02161 -3.06281 5.65584 0.0 0.0 0.0 0.4374
H -3.29898 3.53854 -4.70052 0.0 0.0 0.0 0.4361
H -4.98633 2.34796 -3.33841 0.0 0.0 0.0 0.4244
C -3.93471 2.22874 -3.11541 0.2 0.1 -0.1 -0.4653
C -1.22459 1.87259 -2.59334 -0.2 -0.3 0.4 0.4887
O -1.76406 0.54079 -0.73971 -1.4 0.4 -0.4 -0.6969
C -3.55813 1.41770 -2.05927 0.1 -0.3 0.5 -0.5782
C 2.12413 0.58446 -1.50963 0.3 -0.1 0.3 -0.7302
C 1.41875 -1.81784 2.55721 -0.5 0.2 0.0 0.3946
H 3.07728 -1.97926 1.21843 0.0 0.0 -0.1 0.4000
H 2.60145 1.35423 -0.89922 0.0 0.0 0.0 0.2721
```
Forces are in eV/Å.

Density functional theory data (wB97M-V/def2-TZVPD) for C16H14NOPtS6 as an isolated structure.

As for the spin multiplicity: 3. The energy above the lowest of the compared OMol25 structures with the same formula, charge and spin is 1.581 eV. For the frontier orbital gap (alpha / beta), the calculation gives 0.214 / 0.200 Eh. The total energy is -88615.7371 eV. Its expectation value of S² is 2.013. The total charge is -1.

XYZ file:
```
39
Properties=species:S:1:pos:R:3:forces:R:3:mulliken_charge:R:1
H -4.06137 2.10828 -2.96316 0.0 0.0 0.0 0.3607
C 2.04323 0.26985 0.88990 -0.1 0.1 0.0 -0.3752
N 2.16054 -1.82474 -1.01879 0.2 -0.1 0.0 -0.1954
S -1.84240 -2.92530 1.33565 -0.1 -0.2 -0.3 -0.0824
H 1.18319 -2.99947 -2.37811 0.0 0.0 0.1 0.3815
H -3.10764 0.38809 1.57994 0.0 0.0 -0.1 0.4044
C 4.34118 -2.49067 -0.32703 0.1 0.0 0.0 -0.7823
C -3.34315 0.79686 0.60260 0.0 0.0 0.0 -0.3269
S -0.86798 2.07672 0.72897 -0.1 0.9 -0.3 0.5926
C 3.24951 -1.61722 -0.26210 -0.1 0.2 0.1 1.0890
H -2.30878 2.95538 2.45908 0.1 0.1 -0.1 0.3353
H -0.83086 3.95299 2.21093 -0.1 -0.1 -0.1 0.3601
H 5.12565 -4.26494 -1.23668 0.0 0.0 0.0 0.3890
H -1.93062 2.72317 -1.79412 0.0 0.0 0.0 0.4237
C 3.14423 -3.79694 -1.93619 0.0 0.0 0.0 -0.7700
H 5.20773 -2.31521 0.30028 0.0 0.0 0.0 0.2669
H 4.09658 2.02467 2.95086 -0.1 -0.1 -0.1 0.4244
O -0.07500 2.83812 -0.29170 -0.4 -0.2 0.3 -0.6222
C 2.10683 -2.88717 -1.81469 0.0 0.1 0.1 -0.0869
C -2.68556 2.10776 -1.31629 -0.1 0.0 0.0 -0.3362
C -4.51519 0.43748 -0.04850 0.0 0.0 0.0 -0.6583
H 3.05691 -4.64780 -2.60064 0.0 0.0 0.0 0.3566
C -4.78088 0.91574 -1.32735 0.1 0.0 0.0 -0.3419
S 4.56645 0.11459 1.51197 0.1 -0.1 0.0 -0.3127
H -2.19874 4.07131 1.04364 0.1 0.0 0.1 0.3518
S -0.81027 -1.36855 1.97146 0.3 0.3 -0.2 -0.3223
C -2.44402 1.63713 -0.03768 0.2 -0.1 -0.2 0.1491
C 3.18256 -0.45540 0.62755 0.1 -0.1 0.0 0.2167
C 2.33639 1.30762 1.84183 -0.1 -0.1 -0.1 -0.2343
C -3.86505 1.74931 -1.95914 0.0 0.0 0.1 -0.5224
H -5.20743 -0.24342 0.43226 0.0 0.0 0.0 0.3624
H 1.59506 2.01070 2.20537 0.0 0.0 0.0 0.2240
C -1.64455 3.41327 1.71826 0.0 -0.1 0.1 -1.1325
C 4.28579 -3.58056 -1.17484 0.1 0.0 0.0 -0.2969
C 3.63005 1.33876 2.25472 0.1 0.1 0.1 -0.5651
S -1.15452 -1.35622 -1.60090 0.3 0.5 0.1 -0.3510
Pt 0.32610 -0.33771 -0.02076 -0.1 -1.0 0.1 0.3662
S -2.27372 -2.74386 -0.71709 -0.3 -0.2 0.4 -0.1110
H -5.69026 0.61738 -1.83951 0.1 0.0 0.0 0.3713
```
Forces are in eV/Å.

Density functional theory data (wB97M-V/def2-TZVPD) for C16H15B2N2O17Pb3 as an isolated structure.

As for the spin multiplicity: 2. For the frontier orbital gap (alpha / beta), the calculation gives 0.267 / 0.142 Eh. The total energy is -71680.7258 eV. Its expectation value of S² is 1.772. The total charge is +4.

XYZ file:
```
55
Properties=species:S:1:pos:R:3:forces:R:3:mulliken_charge:R:1
C -4.47696 0.21517 0.95141 -0.6 0.2 -1.0 0.6378
H -1.13683 -0.88149 2.72473 -0.2 0.2 0.0 0.1239
B 2.95385 -2.08550 -3.42570 0.6 -0.3 0.4 0.9682
H -2.02767 0.08436 -1.93295 0.4 1.0 -0.3 0.5924
O -4.94334 0.13694 2.17455 -0.5 -2.5 -2.5 -0.5314
H 2.31257 1.61221 -3.03733 -0.1 -0.1 0.0 0.1077
H 0.18807 -0.96034 4.82217 0.2 -0.3 -0.2 0.3883
H 4.03604 2.39813 -1.20711 -0.1 -0.4 -0.8 0.3816
O -3.42250 0.43937 4.03306 -0.8 0.6 -0.4 -0.2388
C 4.90597 -1.88216 -2.11958 2.5 -1.4 5.5 0.7044
C 2.76767 0.92519 -0.28064 0.0 -0.8 1.8 -0.7605
H -0.15893 0.68579 4.48351 -0.2 0.1 -0.2 0.3335
O -0.02062 -3.75305 -4.04316 4.1 3.6 0.6 -0.5858
O -2.87717 2.01183 0.10733 -1.1 -0.3 0.3 -0.6276
C -3.83326 0.59798 5.25729 3.9 -1.7 3.9 0.5901
Pb -3.11677 -2.03016 -1.48590 0.0 0.8 0.0 1.3888
O -0.24812 -0.84508 -3.76667 0.8 -0.3 -0.5 -0.5825
C 0.97521 -2.97027 -3.89001 -4.9 -5.1 -0.5 0.6329
O -3.77058 2.10036 2.17773 0.5 -1.2 -0.9 -0.3935
H 2.13913 3.31557 -2.56239 0.1 0.1 -0.5 0.4344
H 1.41013 0.11442 4.13193 0.1 -0.2 -0.2 0.3827
N -0.49463 -1.38843 -0.55233 -1.5 -0.1 -0.9 -0.2002
O 6.39986 -1.71532 -4.08393 -4.2 -0.5 1.2 -0.1742
C -5.18271 1.32405 5.23812 -3.2 3.4 -0.1 0.6133
B -4.41204 1.07559 3.09271 0.5 0.9 0.6 0.8569
O 5.77025 -1.94498 -1.21263 -4.4 0.7 -4.6 -0.3774
H 3.61575 0.73408 0.37688 0.1 -0.4 -0.1 0.5386
H 2.53883 0.06336 -0.90753 0.1 0.0 0.1 0.1199
C 0.69196 -1.40804 1.76867 0.2 0.1 0.0 -0.4423
H -0.08818 0.48749 2.19983 -0.5 0.1 -0.4 0.1697
O -5.46128 1.60392 3.97814 0.6 -0.5 0.4 -0.2848
C 0.68679 2.15787 -1.88488 -0.9 -0.6 -0.1 0.1022
C 0.82384 -1.47962 -3.78399 -2.3 0.2 0.0 0.4588
C 5.22931 -1.82190 -3.67343 1.9 1.1 -3.7 0.4841
Pb -2.45685 -0.26288 -5.00966 0.5 -0.4 0.7 0.9310
O 1.97820 -1.00631 -3.59838 0.6 1.8 0.5 -0.4137
C 0.36250 -0.18191 4.07940 0.4 -0.1 1.1 -1.5040
Pb -2.92477 2.77167 -2.21304 1.0 -1.4 1.0 1.4628
C 2.98859 2.17203 -1.00751 0.4 1.8 -0.4 -0.8989
O -3.29476 0.36981 6.32586 -1.4 0.3 -3.2 -0.3243
O 2.22516 -3.33147 -3.67095 0.0 1.3 0.0 -0.3681
C 0.04427 -1.41025 0.45914 0.6 -0.1 0.8 0.0131
O -5.75768 1.78907 6.19261 0.8 -1.3 -1.1 -0.1522
C 2.06946 2.28483 -2.21479 1.0 1.0 -0.4 -0.2311
H 1.69151 -0.99004 1.64921 0.2 -0.2 -0.1 0.2463
O -4.73718 -0.46063 -0.07745 1.2 1.1 3.0 -0.7033
H 2.75146 3.03527 -0.38568 -0.2 -0.1 0.3 0.4124
H 1.96135 1.15423 0.41614 -0.5 -0.6 0.0 0.2034
N -0.44182 2.01933 -1.70050 -0.8 0.6 -0.3 -0.2092
H 0.76719 -2.44592 2.09309 0.1 0.0 0.2 0.4980
O 3.58579 -1.99081 -2.08023 1.1 0.0 0.2 -0.2738
C -0.12161 -0.48641 2.68819 -0.2 0.5 -0.2 0.1603
C -3.59932 1.54421 0.99296 0.2 1.0 0.8 0.7235
O -2.91849 0.28047 -2.28298 0.4 -0.8 -0.5 -1.0352
O 4.05333 -1.77190 -4.32354 3.6 -0.7 0.5 -0.3479
```
Forces are in eV/Å.

Density functional theory data (wB97M-V/def2-TZVPD) for C16H15BN7O5Ru as an isolated structure.

As for the spin multiplicity: 2. The energy above the lowest of the compared OMol25 structures with the same formula, charge and spin is 0.000 eV. For the frontier orbital gap (alpha / beta), the calculation gives 0.191 / 0.190 Eh. The total energy is -40763.2643 eV. Its expectation value of S² is 0.769. The total charge is 0.

XYZ file:
```
45
Properties=species:S:1:pos:R:3:forces:R:3:mulliken_charge:R:1
C -0.34480 2.96728 0.30015 0.4 -0.4 1.1 0.9637
B -0.50569 -2.51687 -0.97768 0.0 0.1 -0.1 -0.1107
H -0.31886 -3.45263 -3.74120 0.0 0.0 0.0 0.4476
N -1.30179 -0.29257 -0.19171 0.1 -0.1 -0.1 0.7047
H -3.31813 -2.78726 -0.32486 0.0 0.0 0.0 0.4592
O -0.00457 1.94894 -1.76182 -0.6 1.0 0.8 -0.3145
C 1.29545 -3.57572 0.54383 0.1 0.0 0.0 -0.0855
H -0.93418 -3.62610 -1.12380 0.0 0.0 0.0 -0.1222
C -0.24619 2.77032 3.01868 -0.4 0.6 -0.2 -0.4561
N 1.37667 -1.38907 0.29701 -0.1 0.1 0.1 0.4724
H -1.15403 4.69421 -1.28778 0.0 0.1 0.0 0.2933
C 0.14080 -2.50173 -3.53196 0.0 0.0 0.0 -0.0969
C -2.89373 -1.80984 -0.17001 -0.1 0.0 0.0 -0.0489
H -0.14093 2.67565 4.08822 0.0 0.0 0.0 0.4932
O 2.42866 0.88528 -0.97843 0.4 0.0 -0.1 -0.6422
H -4.45615 -0.48727 0.66156 0.0 0.0 0.0 0.3831
H 3.19575 -1.03120 1.24117 0.0 0.0 0.0 0.6985
N 0.35192 1.90062 0.85270 -0.3 0.2 -0.7 0.1955
C -2.39897 0.27729 0.29483 0.0 -0.1 0.0 -0.1394
C -1.00854 3.81169 2.44716 0.3 -0.4 0.4 -0.9385
H 1.77848 0.31548 -3.69268 0.0 0.0 0.0 0.4750
N 0.66098 -2.51029 0.03245 0.0 0.0 0.1 0.1808
H 0.87874 -4.56119 0.42298 0.0 0.0 0.0 0.4420
C -1.01967 3.91650 1.08508 0.1 -0.2 -0.3 -0.6099
C 1.20757 -0.57731 -3.50155 0.0 0.0 0.1 -0.2773
C -0.41906 2.94148 -1.12821 0.5 -0.9 -1.4 0.3744
C 2.45776 -3.14745 1.14890 0.0 -0.1 0.0 -1.3068
O 2.49783 0.71984 2.41868 -0.2 0.1 0.0 -0.5124
N 0.71931 -0.79365 -2.28868 -0.1 0.0 0.0 0.3429
H 3.19833 -3.74428 1.65021 0.0 0.0 0.0 0.4082
C 0.42843 1.89092 2.20973 -0.1 -0.1 -0.2 0.5223
H -1.58441 4.71588 0.62053 0.0 0.0 0.0 0.2284
C 1.41452 0.98169 2.86045 0.4 -0.3 0.0 0.1018
H -2.38918 1.31053 0.60355 0.0 0.0 0.0 0.3854
N -1.61169 -1.57054 -0.47596 -0.1 0.1 0.1 -0.1536
H -1.54263 4.51760 3.06666 0.0 0.0 0.0 0.4299
C 0.86467 -1.64396 -4.33664 0.0 0.0 0.0 -1.1829
C -3.44727 -0.64485 0.32501 -0.1 0.0 0.0 -1.3064
O 1.00094 0.55394 4.07371 -0.1 0.0 -0.1 -0.4911
C 2.46371 -1.76375 0.95770 0.0 0.1 -0.1 -0.4734
Ru 0.74450 0.39983 -0.62442 -0.3 0.4 0.5 -0.2882
N 0.05981 -1.96580 -2.30502 0.1 0.0 0.0 0.2926
O -0.97096 3.93135 -1.84462 0.1 -0.1 0.1 -0.4960
H 1.11262 -1.77160 -5.37495 0.0 0.0 0.0 0.3904
H 1.73396 0.03859 4.44105 0.0 0.0 0.0 0.3674
```
Forces are in eV/Å.

Density functional theory data (wB97M-V/def2-TZVPD) for a 2-piece molecular cluster, C16H15Br2N5O4S overall.

Its SMILES is NC(N)(N)Cc1c(S)c(Br)c(Br)c2c1C(=O)NC2=O.O=[N+]([O-])c1ccccc1. For the frontier orbital gap, the calculation gives 0.295 Eh. The total energy is -183394.1000 eV. The total charge is 0.

XYZ file:
```
43
Properties=species:S:1:pos:R:3:forces:R:3:mulliken_charge:R:1
O -2.64046 -0.96018 1.34749 0.0 0.0 0.0 -0.5961
C 2.83336 -1.14777 -0.58185 0.0 0.1 -0.3 0.1997
C 2.46256 0.63483 -2.64251 0.1 -0.1 0.3 0.3258
H -0.90026 0.26367 6.56683 0.0 0.0 0.0 0.3719
C 1.40253 -0.21428 -2.33546 0.1 0.1 -0.2 0.5994
H -3.96233 -2.57567 5.61592 0.0 0.0 0.0 0.3705
S 0.43124 -2.39437 -0.94987 0.4 -0.5 0.4 -0.2248
N -0.80035 1.13642 -1.09884 -0.3 0.2 0.0 -0.3351
H -1.27823 2.20909 -3.33748 0.1 -0.1 -0.3 0.2968
C -3.05565 -1.59307 3.94795 -0.1 -0.1 0.0 -0.2855
N -1.92743 -0.37435 2.13930 0.0 -0.1 -0.2 1.0555
H -0.58509 0.72843 4.15329 0.0 0.0 -0.1 0.4369
O 1.86772 1.91634 -4.63764 -0.4 0.2 0.1 -0.5281
H 3.59571 3.37121 -3.19645 0.5 0.2 -0.5 0.2903
C -2.10600 -0.66232 3.56974 0.0 0.0 0.1 0.1220
H -3.64792 -2.10335 3.20375 0.0 0.0 -0.1 0.4478
N -1.79588 1.33484 -3.27240 -0.1 0.1 0.5 -0.7226
H -0.12342 -1.09862 -3.54829 -0.1 0.0 0.1 0.2780
O 5.71050 1.89698 -2.25727 -0.1 0.2 0.2 -0.5161
Br 3.11218 -2.40271 0.79264 -0.1 0.0 0.0 -0.1244
Br 5.50036 -0.26195 0.03486 0.0 0.0 0.0 -0.1137
N -2.03971 -0.63279 -1.95970 0.0 0.2 0.1 -0.4307
H -2.59274 -0.85717 -2.77881 0.0 -0.2 0.0 0.3005
H -0.19155 1.92709 -1.25514 0.1 -0.1 0.0 0.2586
C 2.57492 1.69311 -3.69735 0.4 0.1 0.0 0.1259
C 1.61237 -1.13096 -1.29322 0.3 -0.1 0.2 0.3784
H -0.68427 -1.65598 -0.93591 -0.2 0.2 -0.4 0.2247
C -1.11733 0.43361 -2.32332 0.0 0.1 -0.3 0.4984
H -2.65922 -0.29221 -1.23053 0.0 0.0 0.0 0.2214
C -3.22505 -1.85166 5.29819 0.0 0.0 0.0 -0.4450
C 3.66846 0.62522 -1.94116 -0.3 -0.3 0.0 -0.0450
C -1.50186 -0.25462 5.83324 0.0 0.0 0.0 -0.4663
H -2.59219 -1.38456 7.29195 0.0 0.0 0.0 0.3768
C -2.45255 -1.18235 6.23843 0.0 0.0 0.0 -0.4689
C 0.11374 -0.12878 -3.10698 0.1 0.2 0.0 -1.7005
N 3.79544 2.41392 -3.46271 -0.6 -0.7 0.4 -0.2376
H 0.26929 0.56586 -3.92550 0.1 -0.1 -0.1 0.6281
H -0.43996 0.54938 -0.35752 0.0 0.0 0.0 0.0832
C 4.55803 1.68670 -2.49825 0.1 0.1 0.0 0.2345
O -1.07368 0.42905 1.82170 0.1 0.0 0.2 -0.6050
C 3.87228 -0.26719 -0.90042 0.0 0.1 -0.2 -0.2822
C -1.32070 0.01207 4.48611 0.1 0.1 0.1 -0.3051
H -2.66688 1.59907 -2.81680 0.0 0.0 -0.1 0.3074
```
Forces are in eV/Å.